No. 1
Density functional theory data (wB97M-V/def2-TZVPD) for C24H61N3NaO8 as an isolated structure at a distorted geometry.

The geometry in XYZ format:
```
97
Properties=species:S:1:pos:R:3:forces:R:3:lowdin_charge:R:1
Na -3.2571 22.0349 -2.1438 -0.2 -0.6 -0.2 0.2796
O -5.6365 18.8841 -1.5931 -0.2 -0.2 -0.2 -0.1809
O 1.6021 20.0148 -4.7831 0.9 -0.5 -0.2 -0.1791
O -4.1713 22.5445 -4.3182 0.2 -0.7 0.8 -0.0362
O -3.8608 17.6399 -4.1761 2.2 -0.1 1.3 -0.1925
O 0.3809 22.9382 0.0711 0.9 -1.1 1.4 -0.1521
O -2.4396 20.1411 -0.9615 0.8 0.3 -1.3 -0.1197
O -4.7648 24.0650 1.5684 -0.3 1.6 1.4 -0.1802
O -4.7308 26.6019 -2.5266 0.4 0.9 1.2 -0.1949
N -2.1994 24.0082 -1.9527 1.2 1.3 -1.3 -0.0861
N -5.0902 21.4686 -0.8466 -0.4 -0.2 0.7 -0.0761
N -0.9703 19.7336 -3.4106 -0.9 2.7 0.0 -0.0337
C -3.7830 24.7083 -5.2516 -1.2 1.7 0.2 -0.0425
C -0.5217 20.9504 -4.1056 2.4 -0.1 1.5 -0.1567
C 1.0374 21.0114 -3.9945 -1.1 0.2 0.6 -0.2219
C -3.3798 26.1841 -2.1567 -2.1 1.0 0.3 -0.1870
C -4.3935 22.8148 1.1129 -0.8 0.3 -0.9 -0.2361
C -3.1899 19.2741 1.1190 1.4 1.5 -0.4 -0.0268
C -6.2973 21.1653 -1.6097 0.0 -3.3 -0.1 -0.1671
C -5.4576 22.5461 0.0667 -0.2 -1.3 1.2 -0.1928
C -2.2828 19.4258 -3.9045 -0.6 -1.5 0.1 -0.2073
C -5.0821 28.0123 -2.1950 2.0 -1.5 -1.5 -0.0373
C -5.9972 19.9164 -2.4985 2.3 1.8 2.8 -0.1826
C -3.7679 24.6931 2.3812 0.0 0.0 -1.8 -0.0476
C -0.8904 22.7371 -0.4914 2.1 0.2 1.1 -0.2547
C -1.3419 24.0834 -0.8018 0.1 2.4 0.3 -0.1919
C -3.8078 23.2687 -5.4720 -0.1 -0.2 -1.8 -0.5083
C -6.0515 17.6039 -2.0271 0.2 -0.1 -1.1 -0.0869
C -1.0874 18.4416 0.0552 -0.6 -0.7 1.1 -0.0339
C -2.5264 17.9677 -3.6426 -1.8 -0.3 -1.4 -0.1560
C 3.0430 20.0955 -4.7364 -0.5 -0.4 -1.1 -0.0683
C -3.4464 24.7110 -1.8517 -1.6 -0.2 -0.8 -0.2179
C -2.5136 18.9436 -0.2047 -0.3 -0.2 -0.1 -0.4578
C -2.6627 22.7256 -6.2776 -1.3 0.0 -1.3 -0.0146
C -4.0384 16.2329 -4.2185 -1.0 0.3 -2.0 -0.1226
C 0.8189 21.6834 0.5957 0.7 -0.4 -2.5 -0.0786
H -0.7865 22.1124 -1.3772 -0.2 -0.2 -0.2 0.1095
H -5.1302 20.1513 -3.1167 0.1 -0.1 -0.3 0.0998
H 3.4070 19.5990 -5.6329 -0.1 0.5 -0.4 0.0923
H -1.4617 22.2588 0.2741 -1.0 -0.6 0.1 0.1066
H 1.4131 20.8938 -2.9639 -0.4 0.3 0.0 0.1312
H -4.6575 28.3899 -1.2839 0.2 -0.3 0.8 0.0766
H -2.4266 19.4656 -4.9697 0.3 0.7 -0.8 0.1306
H -2.4252 17.6810 -2.6311 -0.2 -0.2 1.4 0.0954
H -3.7760 25.2650 -6.2040 0.7 -0.2 0.4 0.1143
H -1.7830 19.9699 -1.7041 -0.5 0.1 0.9 0.0618
H -3.3145 18.4131 1.6925 0.1 -1.6 1.1 0.0699
H -4.1718 19.7014 1.0747 -0.5 0.3 -0.4 0.0536
H -1.8285 24.5832 0.0524 -0.1 -0.4 -0.3 0.1160
H -6.3974 22.3109 0.6090 0.3 0.0 -0.2 0.1390
H -0.9825 21.8841 -3.7703 0.0 -0.2 0.3 0.1053
H -0.5777 19.0389 0.8520 -0.5 -0.6 -0.5 0.0866
H -3.0868 26.7194 -1.2603 0.3 0.3 0.2 0.1217
H -2.9646 24.9756 1.6897 0.4 -0.2 0.4 0.0733
H -0.7186 20.8368 -5.1311 -0.4 0.0 -1.6 0.0929
H -3.0307 20.0785 -3.4620 -0.1 -0.1 0.1 0.0934
H 0.6269 20.9634 -0.2382 0.8 0.1 0.4 0.0826
H 0.2728 21.2218 1.3698 -1.2 0.3 1.5 0.0619
H -3.1488 18.2131 -0.7814 0.7 0.4 0.6 0.1323
H -3.4329 22.8882 0.6327 0.8 -0.3 -0.2 0.0882
H -2.5211 19.9948 1.6596 -0.6 -0.6 -0.3 0.1055
H -7.0946 17.4507 -1.8756 -1.0 -0.1 0.8 0.0814
H -0.4499 18.4508 -0.8010 0.3 0.2 -0.9 0.0583
H -6.7165 21.8981 -2.2822 0.3 1.0 0.2 0.1221
H -1.6172 24.4884 -2.6797 -1.1 -0.9 0.3 0.1453
H -3.3331 15.7838 -4.9248 0.1 0.0 0.0 0.0913
H -0.3067 19.1111 -3.7671 1.0 -1.9 -0.3 0.0958
H -3.0087 24.9667 -4.5650 0.6 0.7 0.3 0.0607
H -3.9397 24.5961 -0.8636 0.5 -0.2 -0.5 0.1246
H -4.3795 22.0498 1.8879 0.1 -0.1 0.2 0.1324
H -0.4930 24.7769 -1.0146 -0.2 -0.8 0.2 0.1552
H -6.1287 28.1289 -2.2190 -1.2 -0.2 0.1 0.0693
H 3.4327 21.1137 -4.6359 -0.3 -0.1 -0.2 0.0960
H 1.3672 21.9455 -4.3900 0.2 1.1 -0.1 0.1114
H -2.9469 21.7585 -6.7079 0.2 0.1 0.0 0.0991
H -4.7671 24.9953 -4.8420 0.5 0.1 0.3 0.1046
H -4.8586 20.6045 -0.2616 -0.5 1.5 -1.4 0.1116
H -2.6967 26.4314 -2.9519 0.5 0.0 -0.5 0.1137
H -3.4524 24.0089 3.1223 0.7 -0.6 0.9 0.0820
H -1.7771 22.6265 -5.7602 1.9 -0.2 1.3 0.0271
H -5.6687 23.4378 -0.4794 0.1 0.7 -0.5 0.1094
H -4.6147 23.1927 -6.1443 -1.3 -0.6 -1.0 0.1261
H -1.7604 17.4021 -4.1783 0.0 -0.1 -0.3 0.1348
H -5.9945 17.5478 -3.1196 0.6 -0.2 0.2 0.0712
H -1.1698 17.3769 0.3368 0.3 0.4 0.3 0.0965
H -4.0843 24.2141 -2.6179 -0.2 0.8 0.6 0.1047
H -5.4764 16.7932 -1.5598 0.0 0.5 -0.1 0.1011
H -6.7957 19.7527 -3.1173 -2.2 -1.1 -1.4 0.0998
H -4.0812 25.6155 2.8311 -0.8 0.2 0.2 0.0902
H -7.0646 20.8240 -0.8787 -0.1 0.4 -0.6 0.1374
H -2.4633 23.4352 -7.1005 -0.2 -0.4 0.2 0.1077
H -3.9983 15.6627 -3.3060 0.1 0.3 0.8 0.0822
H -5.1108 22.3988 -4.4410 -0.1 -0.3 0.4 0.1100
H 3.4770 19.4883 -3.9805 0.0 -0.4 1.4 0.0740
H -5.0405 16.1470 -4.6762 0.4 -0.4 0.3 0.1002
H -4.6587 28.6197 -2.9850 0.0 0.3 -0.3 0.0821
H 1.8671 21.6967 0.8834 0.0 0.3 -0.2 0.0991
```
Forces are in eV/Å.

Calculated values
total charge: +1
E_HOMO: -12.140 eV
molar mass: 542.755 g mol⁻¹
frontier orbital gap: 0.3738 hartree
calculated total energy: -1879.1484 a.u.

No. 2
Density functional theory data (wB97M-V/def2-TZVPD) for a 5-piece molecular cluster, C24H61N4O9 overall at a distorted geometry.

The geometry in XYZ format:
```
98
Properties=species:S:1:pos:R:3:forces:R:3:lowdin_charge:R:1
O -4.6945 2.8815 -0.1406 2.2 1.3 -0.6 -0.2125
O -3.0395 2.3865 4.1954 -2.5 -0.3 -2.7 -0.1739
O -3.1305 -4.0315 0.0184 -1.0 1.7 0.6 -0.1385
O 2.8375 0.9665 1.6014 0.9 0.1 -0.3 -0.1964
O 0.0815 -4.0655 3.3384 1.2 -0.4 -1.5 -0.2004
O -0.4295 2.3515 -3.6686 -0.6 -2.1 1.6 -0.2220
O 7.2315 3.8165 -2.7706 -0.9 -1.9 1.3 -0.1404
O 1.7245 -4.1575 -1.3966 0.0 0.2 0.1 -0.1968
O -0.8215 0.0425 0.4544 -0.3 0.9 0.2 -0.3733
N 0.3485 -0.8525 -1.9636 0.1 -1.2 -0.3 -0.0693
N -1.0735 -0.5905 3.1804 -1.0 -0.9 3.4 -0.0289
N -3.2585 -0.4045 -0.5576 3.2 0.6 -0.8 -0.1058
N 4.6075 1.3225 -1.5336 -0.6 1.1 -2.3 -0.0675
C 1.6355 0.3375 2.0174 1.0 -0.3 -0.2 -0.1074
C -2.6665 -2.8125 -0.5146 0.5 0.8 -0.9 -0.1689
C -1.5525 3.2695 -3.7666 4.8 -0.2 0.7 -0.0973
C -0.6455 1.1345 -2.7586 4.1 4.7 0.6 -0.1321
C -4.1655 2.6555 3.2734 -0.9 2.1 5.9 -0.0720
C -4.4615 4.1575 -0.7506 -6.6 -1.2 -1.9 -0.1282
C -2.0985 1.6045 3.4824 -1.0 -0.4 1.1 -0.2574
C 0.6485 0.3165 -2.6656 -1.4 -0.3 -4.7 -0.2407
C 0.1245 -2.6195 3.1444 1.7 -1.3 -2.5 -0.2416
C 7.2475 5.1655 -2.9556 -6.8 1.3 3.7 -0.1681
C 1.2025 -5.4565 -1.0276 -1.4 4.2 3.4 -0.0845
C 3.0615 0.7445 0.2114 1.5 3.9 2.1 -0.1889
C 0.8205 -2.9965 -1.3036 1.4 -4.1 -3.8 -0.2247
C -4.0875 0.6005 -0.0096 2.8 1.0 -0.1 -0.2158
C 1.4225 -4.6475 3.2954 -1.8 -1.3 -4.2 -0.1100
C 1.4925 -1.7335 -1.6976 -1.0 -1.1 -2.0 -0.1567
C -3.6725 -1.6745 -0.1336 5.7 -1.1 1.8 -0.2366
C -2.2965 0.1265 3.5914 -1.6 -0.5 -4.5 -0.1845
C 5.8495 1.8145 -2.1196 -1.9 1.2 -0.9 -0.2004
C 6.0325 3.3175 -2.1376 -1.3 1.0 1.0 -0.1921
C -2.3345 -5.1265 -0.1376 -5.0 2.7 -5.9 -0.1211
C -3.5985 2.0115 -0.5156 -2.7 -0.9 -1.4 -0.1749
C 4.3985 1.5355 -0.1996 -1.0 0.0 5.4 -0.2457
C -1.1735 -2.0395 3.4604 -1.1 -0.6 1.1 -0.2343
H -1.3455 0.5465 -3.0716 -4.4 -3.4 -2.8 0.0521
H -3.5545 4.5525 -1.0006 3.0 0.6 0.5 0.0351
H 1.9985 -6.0885 -0.9086 2.1 -1.6 -0.1 0.0379
H -2.0585 1.8845 2.4474 0.5 0.4 -0.5 0.1027
H -4.9595 4.0795 -1.8136 0.9 0.0 1.3 0.1107
H 1.9385 -4.3185 4.0594 2.6 2.2 4.3 -0.0042
H 5.3155 1.1655 0.3464 -1.2 0.0 0.0 0.1350
H -1.9505 -2.4715 2.8534 -0.3 -0.4 -1.1 0.1033
H -3.9065 3.1075 2.3844 0.8 0.6 -2.0 0.0425
H -0.1665 -0.5535 -1.1186 0.5 -0.5 0.3 0.0640
H -4.0285 0.5385 1.0594 0.1 0.5 1.3 0.0708
H 6.4495 5.4855 -3.5566 -1.0 0.0 -2.2 0.0597
H 5.9165 1.4085 -3.0856 -0.1 -0.3 -1.7 0.1078
H 8.0895 5.4925 -3.2586 6.0 1.9 -2.3 0.0108
H 0.5195 -5.8025 -1.7466 -1.2 -0.5 -0.8 0.0597
H -2.8185 -5.8195 0.3114 -4.2 -5.2 2.6 0.0452
H 1.9705 -2.2545 -2.5876 0.4 2.3 0.2 0.1465
H 6.8535 5.9815 -2.1456 1.4 -2.4 0.0 0.1399
H 4.2055 2.5785 0.2944 0.5 -1.0 -1.4 0.1364
H 0.7575 -5.3405 0.0844 0.4 -0.5 -2.5 0.1258
H -5.0715 0.2885 -0.2046 -1.9 0.8 -0.9 0.1042
H -1.3155 1.8605 4.0784 3.5 0.5 0.7 0.0923
H -2.6285 -3.0185 -1.5886 0.0 0.7 -0.4 0.1170
H -2.7205 -0.1615 4.5204 0.1 -0.4 1.0 0.1061
H 3.7275 1.7295 -1.8556 0.6 -0.1 -1.8 0.1224
H 1.3885 -5.7505 3.5204 -0.4 1.0 -1.0 0.0960
H -4.9535 1.9515 3.2314 -0.1 -1.7 -0.6 0.0676
H -5.2085 4.8465 -0.3026 1.1 0.0 0.2 0.0881
H -2.3845 2.7755 -4.0546 -2.7 -1.5 -2.9 0.0328
H -3.6985 -1.7695 0.9464 0.3 0.2 1.2 0.1032
H -0.1535 -3.3285 -1.6486 0.0 0.6 -1.5 0.1162
H 0.3165 -2.2235 2.0454 0.3 -1.5 1.7 0.1327
H -1.4645 -2.6035 4.4024 0.2 2.1 0.3 0.1407
H 2.1545 -1.3535 -0.8916 0.0 -0.6 -0.9 0.1053
H -1.6405 -5.1675 0.4464 9.4 0.7 5.8 -0.0018
H -1.0385 1.4265 -1.7736 0.7 0.5 0.0 0.1004
H -2.1745 -5.5285 -1.0876 0.7 0.1 -2.1 0.0977
H -0.9665 4.0325 -4.3886 -2.3 -0.3 1.0 0.1260
H 1.3285 0.8715 -2.1496 2.6 2.0 0.9 0.0436
H 1.4625 0.6105 3.0774 0.1 -0.8 -0.7 0.1022
H 5.9615 3.6945 -1.0536 0.2 -0.3 -1.5 0.1418
H -1.9475 3.4305 -2.7836 0.6 1.7 1.2 0.0450
H -2.1835 -0.1895 -0.1706 -1.9 -0.6 -0.7 0.0806
H -4.6105 -1.8755 -0.3166 -5.1 -1.3 -2.1 0.0597
H -0.8055 0.9475 0.8404 -0.1 -0.9 -0.6 -0.0187
H 1.6145 -0.7515 1.6834 0.2 1.0 1.2 0.0938
H -0.9265 -0.5715 2.1834 -0.2 0.7 -1.0 0.0278
H 2.1545 -4.3575 2.3844 -2.2 -0.8 1.3 0.1358
H 2.1505 0.8805 -0.3456 -0.4 1.3 -0.6 0.0984
H 6.6205 1.3835 -1.6436 2.8 -1.7 2.2 0.0797
H 1.0435 0.0535 -3.8466 -0.9 0.9 3.2 0.1861
H 0.9715 -2.3835 3.7744 0.0 1.3 0.2 0.1141
H -4.7105 3.4115 3.9424 0.5 -0.3 -1.3 0.1037
H 0.6065 -2.7695 -0.4196 -1.7 0.6 8.5 0.0159
H 3.2035 -0.2215 0.0654 1.3 -4.7 -0.5 0.0432
H -3.1505 -0.0435 2.7434 1.4 -0.3 2.0 0.1359
H -2.6655 2.5195 -0.2986 0.5 -0.7 1.3 0.1002
H -3.4755 1.9735 -1.6436 -0.8 -0.2 0.8 0.1121
H -1.5835 -2.5035 -0.2416 -1.8 -0.5 0.2 0.1236
H 5.0725 3.6065 -2.6466 1.0 0.8 0.1 0.1356
H 0.9125 0.7565 1.3834 -1.5 0.5 -0.3 0.0205
```
Forces are in eV/Å.

Calculated values
total charge: -1
E_HOMO: -4.704 eV
molar mass: 549.771 g mol⁻¹
frontier orbital gap: 0.2650 hartree
calculated total energy: -1846.5881 a.u.